Record 1
{
  "formula": "F18K4N9O36S18",
  "method": "the ωB97M-V functional and the def2-TZVPD basis",
  "species": ["K", "K", "K", "K", "N", "S", "O", "O", "F", "S", "O", "O", "F", "N", "S", "O", "O", "F", "S", "O", "O", "F", "N", "S", "O", "O", "F", "S", "O", "O", "F", "N", "S", "O", "O", "F", "S", "O", "O", "F", "N", "S", "O", "O", "F", "S", "O", "O", "F", "N", "S", "O", "O", "F", "S", "O", "O", "F", "N", "S", "O", "O", "F", "S", "O", "O", "F", "N", "S", "O", "O", "F", "S", "O", "O", "F", "N", "S", "O", "O", "F", "S", "O", "O", "F"],
  "xyz": [[5.334596, 2.552951, -0.897678], [-4.094454, 3.567771, 2.666912], [-1.211914, 0.766891, -8.747858], [-6.531564, 0.593021, -1.490838], [-6.421824, -5.417029, -6.311208], [-4.962004, -4.742699, -5.620888], [-4.566124, -3.397599, -6.011198], [-4.015104, -5.669209, -5.051248], [-5.799704, -4.575139, -4.269998], [-5.579254, -6.078409, -7.445218], [-5.485024, -7.571929, -7.454998], [-4.687274, -5.299369, -8.262348], [-6.963844, -5.959969, -8.272348], [-5.045544, 7.248161, -7.417908], [-5.194814, 6.223561, -8.690708], [-6.503034, 6.107711, -9.385578], [-4.340554, 5.022181, -8.567348], [-4.373204, 7.240301, -9.676958], [-6.014294, 6.480981, -6.619108], [-5.525294, 5.239511, -5.970748], [-7.431454, 6.427231, -6.934348], [-5.991644, 7.546801, -5.383088], [1.644446, -6.401509, 6.923872], [1.703026, -7.611409, 7.816662], [1.439926, -8.977469, 7.314802], [1.255466, -7.336009, 9.165572], [3.275026, -7.491819, 8.141312], [0.221346, -6.794689, 6.178362], [-0.902884, -7.223309, 7.004602], [0.344786, -7.373969, 4.908052], [-0.213134, -5.239249, 5.791322], [-4.535694, -2.766869, 9.114702], [-4.236294, -2.242009, 10.508592], [-5.321034, -1.746909, 11.380482], [-2.890234, -1.828319, 10.705802], [-4.097894, -3.656969, 11.169162], [-4.194474, -1.343819, 8.274022], [-2.767224, -0.931679, 8.069382], [-5.181314, -0.278539, 8.479602], [-4.795294, -1.888639, 6.796342], [3.519806, -7.423139, -1.080608], [4.067536, -6.292979, -0.158708], [4.754556, -5.141029, -0.758608], [4.567736, -6.738659, 1.143932], [2.597416, -5.665159, 0.130072], [5.000296, -7.892049, -1.686248], [5.913386, -8.524789, -0.748858], [5.546816, -7.099539, -2.773798], [4.330956, -9.103729, -2.578998], [5.205166, -0.743169, 6.290412], [4.497816, 0.043101, 5.168492], [5.194716, 0.466301, 3.960552], [3.292106, 0.728861, 5.592662], [3.885436, -1.309129, 4.543862], [6.003486, 0.792301, 6.576632], [5.226996, 1.831091, 7.260862], [7.061136, 1.238991, 5.724612], [6.828856, 0.262471, 7.905052], [4.660276, 5.772221, -7.275428], [5.495856, 6.380281, -5.859958], [6.189396, 5.417631, -5.010428], [4.985886, 7.631291, -5.247018], [6.808376, 6.755811, -6.670838], [3.598856, 5.130831, -6.503908], [2.642456, 6.103701, -6.084408], [3.943976, 4.116781, -5.549088], [2.808026, 4.336471, -7.735398], [2.026906, 8.177571, 1.471662], [1.748006, 6.641861, 2.134162], [2.844626, 5.745711, 2.514492], [0.470496, 6.115001, 1.701852], [1.244336, 7.154731, 3.555682], [2.059506, 7.769071, -0.032518], [0.919826, 8.017041, -0.837978], [2.970206, 6.705531, -0.502178], [2.878956, 9.084571, -0.426698], [-2.081174, 1.129131, -0.635338], [-1.245014, 1.917921, -1.814748], [-1.584924, 1.560271, -3.207598], [0.122336, 2.366371, -1.546738], [-2.061764, 3.254101, -1.681858], [-1.141754, -0.064219, -0.558218], [0.224316, 0.082371, -0.071008], [-1.506754, -1.218629, -1.381638], [-1.860654, -0.685709, 0.815892]],
  "forces_ev_per_a": [[-0.43, 0.10, 0.14], [0.71, -0.13, 0.05], [-0.03, 0.14, 0.40], [0.51, -0.26, -0.27], [5.58, 1.87, 2.13], [-1.79, 1.13, 4.69], [-0.64, -1.88, 0.00], [0.42, 0.27, -2.18], [-0.41, 1.55, 0.75], [-4.43, -5.50, -4.80], [1.05, 3.50, 0.68], [0.71, -0.23, 1.01], [-0.61, -0.56, -2.43], [1.59, 0.13, -4.78], [2.09, -0.78, -5.34], [3.21, 0.20, 1.68], [-1.88, 2.51, -0.54], [-0.39, -0.99, 0.37], [-5.28, -3.46, 10.38], [-0.61, 2.11, -1.45], [1.29, 0.47, -0.17], [-0.12, -0.34, -0.17], [-2.86, 0.39, -3.23], [2.15, -3.76, 6.04], [0.82, 2.49, 0.29], [-0.73, -0.63, -0.57], [0.54, -0.76, -0.84], [-3.11, 3.94, -0.39], [1.85, 0.48, -0.55], [0.64, -0.99, -1.23], [0.64, -1.43, 0.63], [-0.16, 2.97, -3.96], [-0.27, -1.89, 7.14], [1.38, 0.47, -2.19], [0.24, 2.07, -0.04], [-0.38, -1.85, 0.39], [0.54, 1.11, -3.57], [-4.40, -1.68, 0.37], [1.48, -1.16, 0.45], [1.28, 0.16, 1.46], [3.23, -0.90, -1.54], [-0.92, 4.45, 4.37], [-0.66, -2.09, 0.44], [-0.78, 0.62, -2.15], [0.83, -0.45, 0.10], [-0.58, -2.15, -2.53], [-1.15, 0.72, -1.23], [-0.32, -0.46, 1.47], [0.53, 0.15, 0.84], [3.54, 4.15, 1.23], [-7.08, -3.35, -6.28], [0.00, 0.84, 1.57], [1.48, 0.25, -0.57], [-0.46, -0.22, 0.03], [2.38, 0.91, 6.64], [0.58, -1.47, -1.67], [-0.15, -0.56, -0.18], [-0.08, -0.32, -0.84], [6.36, 2.86, 0.10], [3.06, 1.83, 0.84], [-2.02, 0.68, -0.38], [0.95, -3.18, -2.02], [-0.25, 1.24, -1.03], [-7.57, -3.16, 2.02], [-0.97, -0.33, 0.38], [-0.31, -0.40, -0.69], [0.86, 0.30, 0.68], [-0.23, -4.00, 1.96], [-0.91, -0.42, 2.90], [-1.63, 2.02, -1.53], [1.21, -0.41, -0.95], [0.69, 0.71, 0.50], [3.29, 1.28, -4.80], [-1.56, -0.72, 0.36], [-1.73, 1.03, 1.77], [0.77, 0.51, -0.15], [0.54, 3.15, -2.28], [0.83, 3.77, -3.48], [0.59, -0.36, 2.72], [-2.54, -1.42, -0.25], [-0.71, 0.72, 0.47], [1.63, -9.54, 5.03], [-2.07, 0.45, -1.64], [1.03, 2.42, -0.46], [0.10, 1.03, -0.16]],
  "homo_energy_ev": -1.06,
  "multiplicity": 1,
  "charge": -5,
  "lumo_energy_ev": 2.348,
  "e_above_lowest_kcal_mol": 352.9,
  "fmax_ev_per_a": 12.1,
  "orbital_gap_ev": 3.407
}



Record 2
{
  "formula": "F18NaP3",
  "method": "the ωB97M-V functional and the def2-TZVPD basis",
  "species": ["Na", "P", "F", "F", "F", "F", "F", "F", "P", "F", "F", "F", "F", "F", "F", "P", "F", "F", "F", "F", "F", "F"],
  "xyz": [[-0.154067, -0.415625, 0.702447], [0.089607, 2.741583, 1.308072], [1.037761, 1.514917, 1.791721], [0.479635, 2.448533, -0.218446], [-1.193932, 1.724404, 1.165652], [-0.925493, 3.946629, 0.823783], [-0.320653, 3.089465, 2.846360], [1.318818, 3.788050, 1.419994], [2.807265, -1.490704, -0.615210], [1.876298, -2.252451, 0.513558], [3.032436, -2.890306, -1.405580], [1.441989, -1.204104, -1.457684], [3.645328, -0.691229, -1.729717], [2.529844, -0.137828, 0.251182], [4.139524, -1.761125, 0.235121], [-2.830548, -1.192353, -0.780258], [-4.007666, -2.245382, -0.404911], [-3.771570, -0.632241, -1.998536], [-3.418545, -0.089110, 0.239403], [-1.654962, -0.177203, -1.253325], [-1.905206, -1.778806, 0.392789], [-2.215861, -2.295111, -1.826416]],
  "forces_ev_per_a": [[0.49, 0.33, -0.47], [-0.94, 1.65, -0.31], [-0.41, -0.05, 0.20], [0.01, -0.22, -0.08], [0.57, -0.41, 0.40], [0.57, -0.23, 0.09], [0.15, -0.56, -0.16], [-0.03, -0.18, 0.08], [-0.81, 0.19, -0.05], [0.15, -0.40, -0.03], [-0.16, 0.20, 0.16], [0.10, -0.11, 0.11], [0.13, 0.07, 0.11], [0.26, 0.10, -0.40], [0.17, -0.14, 0.24], [-1.25, -0.10, -2.61], [0.16, 0.16, 0.42], [0.12, 0.13, 0.51], [0.06, -0.29, -0.19], [0.13, 0.04, 0.67], [0.61, -0.28, 0.73], [-0.08, 0.09, 0.56]],
  "homo_energy_ev": -6.82,
  "multiplicity": 1,
  "charge": -2,
  "lumo_energy_ev": 4.416,
  "e_above_lowest_kcal_mol": 0.0,
  "fmax_ev_per_a": 2.9,
  "orbital_gap_ev": 11.237
}



Record 3
{
  "formula": "F2FeH12O8P",
  "method": "the ωB97M-V functional and the def2-TZVPD basis",
  "species": ["Fe", "O", "P", "O", "F", "F", "O", "H", "H", "O", "H", "H", "O", "H", "H", "O", "H", "H", "O", "H", "H", "O", "H", "H"],
  "xyz": [[-0.403549, 0.178397, 0.143624], [1.139629, -0.213796, -0.766070], [1.923548, 0.620069, -1.969517], [0.713011, 1.080460, -1.073021], [1.745723, -0.776500, -2.647385], [3.100709, 0.082859, -1.137243], [-2.065627, -0.160427, 1.450540], [-2.644694, 0.557087, 1.786242], [-2.608866, -0.945989, 1.654796], [-1.959862, 1.075595, -1.101756], [-2.854257, 1.236368, -0.886192], [-1.632774, 1.772923, -1.675802], [0.737035, -0.298586, 1.783890], [1.669068, -0.023148, 1.796800], [0.390712, -0.136692, 2.685767], [2.388967, -2.211153, 0.187061], [3.250525, -2.352065, -0.158335], [1.933279, -1.410930, -0.171919], [-1.252580, -1.493789, -0.816082], [-1.308243, -2.404193, -0.405350], [-1.156561, -1.539553, -1.790749], [-0.489440, 2.118131, 0.964901], [0.091059, 2.621315, 0.383106], [-0.706810, 2.623616, 1.762692]],
  "forces_ev_per_a": [[-4.27, -1.32, 2.77], [-3.12, -3.67, 4.33], [6.70, -0.39, -7.07], [-4.08, 5.85, 1.22], [-0.47, -0.83, -3.22], [4.14, 1.34, 0.78], [-1.14, 0.33, 0.76], [0.57, -0.20, -0.23], [0.50, -0.05, -0.26], [2.16, -0.59, -0.35], [-1.73, 0.33, 0.26], [-0.34, 0.31, -0.30], [-0.30, 0.37, 0.74], [0.12, -0.41, -0.01], [0.19, -0.27, -0.42], [-2.51, 0.67, 0.95], [1.08, 0.23, -0.83], [2.09, -2.12, 0.53], [-0.01, -0.98, 0.53], [0.26, 1.12, -1.06], [-0.09, -0.48, 0.62], [0.03, 0.02, 0.02], [0.02, 0.70, 0.38], [0.20, 0.04, -0.15]],
  "homo_energy_ev": [-17.24, -16.87],
  "s_squared": 8.76,
  "multiplicity": 6,
  "charge": 2,
  "lumo_energy_ev": [-7.357, -10.624],
  "e_above_lowest_kcal_mol": 2.2,
  "fmax_ev_per_a": 9.7,
  "orbital_gap_ev": [9.883, 6.245]
}



Record 4
{
  "formula": "F2H2N2O2S",
  "method": "the ωB97M-V functional and the def2-TZVPD basis",
  "species": ["O", "S", "O", "N", "F", "N", "F", "H", "H"],
  "xyz": [[-1.352078, 1.530151, 1.510766], [-1.117550, 1.100250, 0.165278], [-2.031769, 0.177800, -0.462616], [-0.078773, 1.737513, -0.780057], [0.510727, 2.870023, -0.168292], [1.217576, -1.788372, -0.233303], [0.424832, -0.877458, 0.546411], [1.823843, -2.403881, 0.261143], [0.603193, -2.346026, -0.839330]],
  "forces_ev_per_a": [[0.63, -0.15, -0.76], [-2.03, -0.13, 0.35], [1.46, 0.73, 0.34], [0.11, 0.62, -0.12], [-0.28, -0.89, -0.01], [-0.44, 1.11, -2.44], [0.94, -1.93, 0.08], [-0.10, -0.01, 1.78], [-0.29, 0.64, 0.79]],
  "smiles": "O=S(=O)=NF.NF",
  "homo_energy_ev": -10.87,
  "multiplicity": 1,
  "charge": 0,
  "lumo_energy_ev": -0.593,
  "e_above_lowest_kcal_mol": 51.5,
  "fmax_ev_per_a": 2.7,
  "orbital_gap_ev": 10.282
}



Record 5
{
  "formula": "F2H2S",
  "method": "the ωB97M-V functional and the def2-TZVPD basis",
  "species": ["H", "H", "F", "F", "S"],
  "xyz": [[-1.114915, -0.183750, 1.789624], [-2.470534, 0.791840, -0.503148], [1.746183, -1.139318, -1.021960], [-0.022263, -1.444260, -0.721457], [-0.745614, 1.415258, 0.900268]],
  "forces_ev_per_a": [[0.90, 3.69, -2.00], [2.60, 0.97, 2.08], [-5.06, -0.91, 0.85], [5.07, 0.93, -0.85], [-3.51, -4.69, -0.08]],
  "homo_energy_ev": -9.91,
  "multiplicity": 1,
  "charge": 0,
  "lumo_energy_ev": -5.577,
  "e_above_lowest_kcal_mol": 161.8,
  "fmax_ev_per_a": 5.9,
  "orbital_gap_ev": 4.335
}



Record 6
{
  "formula": "F2H4N2P",
  "method": "the ωB97M-V functional and the def2-TZVPD basis",
  "species": ["N", "P", "N", "F", "F", "H", "H", "H", "H"],
  "xyz": [[0.231847, 1.130667, -1.267777], [-0.281893, 0.201592, 0.310027], [-0.103561, -1.351605, 0.715682], [-1.827868, 0.688771, 0.380989], [0.398246, 0.837053, 1.530281], [0.331891, 0.514873, -2.102263], [1.154859, 1.524570, -1.162248], [-0.578061, -2.166241, 0.229114], [0.674539, -1.379681, 1.366196]],
  "forces_ev_per_a": [[-1.20, -2.71, 2.67], [-2.01, 2.90, -2.38], [-1.28, 0.40, -1.74], [3.48, -1.47, -0.23], [-0.08, 0.43, -0.94], [-0.53, 0.09, 0.87], [0.48, 0.28, 0.61], [1.22, 1.24, 1.09], [-0.07, -1.17, 0.05]],
  "smiles": "NP(=[NH2+])(F)F",
  "homo_energy_ev": -16.58,
  "multiplicity": 1,
  "charge": 1,
  "lumo_energy_ev": -4.895,
  "e_above_lowest_kcal_mol": 29.7,
  "fmax_ev_per_a": 4.3,
  "orbital_gap_ev": 11.686
}



Record 7
{
  "formula": "F2HISi",
  "method": "the ωB97M-V functional and the def2-TZVPD basis",
  "species": ["F", "F", "Si", "I", "H"],
  "xyz": [[-1.081749, -0.701452, -0.588227], [1.029818, -0.063269, -1.958473], [0.417059, -0.085711, -0.489262], [0.178981, 2.204838, 0.290217], [-0.544110, -1.354406, 2.745745]],
  "forces_ev_per_a": [[0.87, 0.25, -0.07], [-0.07, -0.08, -0.02], [-0.87, -0.26, 0.06], [0.05, 0.09, 0.04], [0.02, 0.00, -0.01]],
  "homo_energy_ev": [-9.10, -10.47],
  "multiplicity": 1,
  "charge": 0,
  "lumo_energy_ev": [0.152, -2.183],
  "e_above_lowest_kcal_mol": 91.7,
  "fmax_ev_per_a": 0.9,
  "orbital_gap_ev": [9.255, 8.288]
}



Record 8
{
  "formula": "F2HO2PPr",
  "method": "the ωB97M-V functional and the def2-TZVPD basis",
  "species": ["H", "P", "F", "F", "O", "O", "Pr"],
  "xyz": [[1.171854, 1.025517, -0.228008], [-0.093816, -0.149088, 0.761467], [-1.552220, 0.166948, 1.173492], [0.158894, -1.652026, 1.013609], [1.050381, 0.789033, 1.128181], [0.098303, 0.172554, -0.774637], [-0.833396, -0.352937, -3.074102]],
  "forces_ev_per_a": [[-0.28, -0.60, 3.60], [0.15, -0.51, 1.44], [2.21, -0.69, -0.49], [-0.79, 2.07, -0.26], [-0.11, 0.45, -1.97], [-1.82, -1.25, -3.71], [0.64, 0.53, 1.39]],
  "homo_energy_ev": [-24.58, -25.73],
  "s_squared": 2.26,
  "multiplicity": 3,
  "charge": 3,
  "lumo_energy_ev": [-19.816, -16.482],
  "fmax_ev_per_a": 4.3,
  "orbital_gap_ev": [4.769, 9.251]
}



Total energy, record by record: -396351.535; -81222.487; -65664.826; -23370.969; -16290.616; -17763.247; -21429.724; -32867.814 eV